111
Properties=species:S:1:pos:R:3:lowdin_charge:R:1 method="wB97M-V/def2-TZVPD" lumo_energy_ha=-0.142 homo_lumo_gap_ev=6.799 e_tot_ha=-3480.49629 total_charge=+1
C 1.86042 1.92037 1.61525 -0.68
C -1.72820 -0.20051 0.84029 -0.93
H 2.96899 -2.26611 1.96770 0.11
H -8.53711 1.97679 0.55098 0.12
H 8.23340 8.34161 1.52306 0.13
C -7.37614 3.85250 -1.74436 -0.10
H 2.54248 3.79728 2.62303 0.07
C -0.88709 -5.46048 -1.60747 -0.12
H 6.87799 9.95085 2.98211 0.13
H 1.64955 -5.18075 2.82545 0.10
H 0.25336 -2.38699 0.07203 0.06
H 2.77302 -0.72378 0.17882 0.06
H 3.40390 10.37020 2.55766 0.09
H -10.10049 -0.64351 0.87829 0.13
H 1.82543 -0.26225 2.14651 0.06
H -12.28539 0.50179 -1.63893 0.09
C -7.14762 1.51048 -1.81437 -0.21
C -10.07519 0.44859 0.79187 -0.20
O 0.70929 -5.31234 -5.97397 -0.21
H 5.95300 -2.38707 2.95111 0.10
C 0.06332 -6.49529 -6.43687 -0.20
C 1.72603 3.00173 2.79729 -0.13
O 5.11794 9.39971 2.02965 -0.21
H 2.36851 -5.46124 -7.20139 0.09
H 4.27523 -2.53275 3.69770 0.06
H -8.12051 4.64331 -1.65059 0.09
C 2.72415 -3.17349 1.31230 -0.23
O 0.02251 -5.70374 -2.66000 -0.21
Cl 3.68527 1.60611 1.42970 0.58
I -0.78727 -2.35638 2.91686 0.96
C 4.81398 -4.15045 2.19486 -0.40
H -4.14633 -0.75259 2.93445 0.11
H -10.64403 0.89263 1.61718 0.13
C -8.63153 0.93186 0.85129 -0.17
C 2.28629 -1.44561 -0.55798 -0.21
C 6.02753 6.80117 3.42953 -0.17
H 2.58002 -1.15909 -1.62776 0.13
H -6.91122 1.40537 -2.88018 0.13
H -7.21977 -0.61685 -1.69841 0.12
H -0.75397 -6.19123 -7.10136 0.13
H -11.63556 -0.93421 -0.82696 0.09
C -0.50253 -7.28562 -5.26332 -0.17
H 2.49967 -3.77301 3.64120 0.08
H 1.59833 -3.39551 1.41602 0.05
C 2.68991 -4.76419 3.07640 -0.10
H 0.12516 -7.69024 -2.06031 0.13
C 5.19059 -3.12425 3.36211 -0.02
C 0.77172 -6.90054 -2.45815 -0.19
H -6.85939 3.96279 -2.70309 0.09
O 7.25848 7.38410 3.00362 -0.13
C -3.75656 -1.42654 2.08770 -0.17
H -3.87527 -2.50363 2.48255 0.08
O 0.48227 -8.07886 -4.59871 -0.13
H -6.22560 1.70145 -1.25325 0.08
H 3.29979 -5.43791 3.76007 0.11
H 6.21772 6.43545 4.44285 0.13
C 1.56677 -4.75777 -6.95482 -0.11
H 5.95279 4.76036 0.09800 0.09
H 6.48470 5.00150 2.33620 0.13
H -8.29714 0.86660 1.89087 0.12
O 5.72722 -4.77774 1.59799 0.06
H -1.41085 -4.52638 -1.81719 0.08
H 2.39945 -3.71047 -0.83472 0.12
C -2.19459 -1.15138 1.77705 -0.73
C 2.95519 -2.89465 -0.26821 -0.12
H 4.77373 10.63798 3.65132 0.09
C 6.53678 9.52785 2.03077 -0.20
H 4.73172 11.43460 2.04397 0.09
H 4.87795 5.00398 3.12499 0.11
H 0.25704 -1.41158 -1.47340 0.12
S 0.02863 0.13462 0.39539 0.99
H 5.23880 7.55166 3.50348 0.12
H -1.62588 -6.26522 -1.54854 0.09
O -7.73351 0.09816 0.11443 -0.15
H 4.07894 -2.90312 -0.51230 0.13
C 5.60668 5.61217 2.57388 -0.20
H 4.38373 4.17856 0.74854 0.03
C 1.39696 -7.36363 -3.76853 -0.17
I -3.22665 1.01000 -0.20133 0.90
H 4.43156 5.45340 -0.49134 0.09
H -6.66424 3.94750 -0.91794 0.08
C -7.79513 0.22767 -1.30729 -0.17
C 0.68458 -1.44523 -0.40113 -0.32
O -10.68499 0.86012 -0.42661 -0.21
H -1.22897 -8.00130 -5.65861 0.13
O -8.04282 2.60687 -1.67819 -0.20
O 4.97790 6.05928 1.37642 -0.20
N 3.41501 -4.42526 1.78287 -0.13
H 6.72306 7.61517 0.99796 0.12
H 1.54062 2.38741 0.62070 0.10
H 1.00462 -4.49541 -7.85446 0.09
H 5.56559 -3.69540 4.27966 0.11
C 1.04770 0.54216 1.92811 -0.36
C -11.86602 0.12901 -0.70331 -0.10
H -8.81717 0.11375 -1.67138 0.12
H 1.99508 2.48933 3.77973 0.09
H 0.72254 3.53782 2.82614 0.10
H -1.03641 -6.64580 -4.55847 0.12
H 1.56403 -6.67830 -1.73280 0.12
H 2.18812 -8.07961 -3.52857 0.13
C 7.19261 8.17002 1.81201 -0.17
H -12.60002 0.26612 0.09446 0.09
C 4.93795 5.05076 0.38669 -0.11
H 2.01677 -3.85356 -6.54151 0.09
H 0.38776 0.78615 2.83158 0.11
H 0.77098 -7.12033 -6.99246 0.13
H -0.35514 -5.36414 -0.65397 0.08
H 1.86457 -6.54103 -4.31205 0.12
H 6.81185 10.20321 1.21216 0.13
H -4.41169 -1.34403 1.16226 0.05
C 4.48269 10.52836 2.60152 -0.11

---

111
Properties=species:S:1:pos:R:3:lowdin_charge:R:1 method="wB97M-V/def2-TZVPD" lumo_energy_ha=0.079 homo_lumo_gap_ev=6.455 e_tot_ha=-3009.95698 total_charge=-1
O 6.29272 4.83788 3.38645 0.06
H -5.75509 2.99808 -0.44665 0.09
C 4.62103 -3.60260 -1.63009 -0.02
H -3.49433 -9.40654 1.18272 0.08
H 7.53291 7.64762 3.58317 0.08
C -4.17910 -3.33823 5.41158 -0.03
H -1.89959 -3.82327 -9.21117 0.08
O -0.12772 -0.38187 -2.58174 0.07
O -1.87276 -3.52650 -1.36897 0.04
H -4.04941 -2.79970 6.35147 0.08
H 8.19410 6.89357 2.11101 0.08
H -4.96847 5.69269 0.65058 0.04
H -2.02386 5.75659 2.41704 0.04
H 0.12001 -8.18739 1.42024 0.08
H 0.91496 -4.59458 -6.75492 0.09
O 0.53883 -3.37776 -9.56202 0.06
H 4.18274 -3.92204 -0.68354 0.08
H -1.81196 -3.11250 -7.58838 0.08
H -3.69765 0.77315 0.69081 -0.09
C -0.31649 -2.30989 -3.96201 -0.02
C -1.81497 -8.24299 0.52886 -0.51
H 0.65393 5.58773 -0.73304 0.12
H 3.41570 3.53027 -0.97133 0.08
H -0.38990 -1.70170 0.63988 0.06
H 0.58442 -4.16283 0.37149 0.08
C -5.93700 3.94889 0.03737 -0.40
H 4.49689 5.95538 2.01250 0.05
H -2.62200 -1.07335 3.25805 0.06
H 5.73418 6.77933 1.06070 0.09
H 3.81103 3.16749 0.66462 0.08
H -3.66158 -7.65045 1.44311 0.09
C -3.29638 -8.41957 0.76070 -0.02
H -1.52655 -4.85490 -7.81710 0.08
H -3.97582 -4.39445 5.57796 0.07
H -2.51132 1.85623 -0.98060 -0.09
H 5.07874 7.53968 2.53357 0.09
H -1.17282 -7.56088 2.45831 0.08
C -0.44594 -4.50505 0.25983 -0.01
C 5.36711 6.59389 2.07093 -0.02
H 1.11282 0.84276 -4.37823 0.08
H 4.72704 -4.46799 -2.28090 0.08
H -0.46240 -5.35889 -0.41698 0.07
H -1.69429 5.75039 -0.27214 0.09
H 5.60704 -3.17277 -1.44691 0.08
P -2.65488 1.69960 0.42321 0.19
C -3.22352 -2.79856 4.37062 -0.50
H 3.60205 2.50765 4.73840 0.08
C 1.99817 1.56949 3.66594 -0.52
H -3.20048 -0.72114 4.89461 0.09
C 0.96033 -3.61458 -7.23246 -0.02
C 3.72754 -2.58126 -2.29331 -0.50
C -0.91094 -8.33423 1.73410 -0.03
H 4.39948 -0.77959 -1.34535 0.09
H 1.98962 -3.40775 -7.51671 0.08
H -7.35706 5.39267 -0.19148 0.05
C 7.73254 6.69995 3.08057 -0.03
C 0.21854 4.94144 0.02195 -0.18
N -6.93045 4.69396 -0.78520 -0.04
H 2.97542 -1.52829 -0.58145 0.09
H 1.08294 2.06584 5.54101 0.08
C 0.11110 -0.89808 -3.64650 -0.50
H -3.82202 -8.32837 -0.18692 0.08
H -0.84155 -4.81344 1.22971 0.08
C 3.22808 2.43974 3.71712 -0.03
O 1.95433 0.56193 3.00137 0.03
H 2.27472 2.64746 0.02082 0.08
H -0.98789 -2.31306 -4.82451 0.08
H 0.56492 -2.91887 -4.17396 0.07
C 3.46133 -1.30520 -1.53266 -0.01
C 6.44296 5.93107 2.89503 -0.50
C -1.38531 -3.86502 -8.25346 -0.02
O -1.37189 -8.03771 -0.57514 0.06
H 0.24233 -0.07113 -5.62502 0.08
H -4.01923 3.47550 2.71752 -0.07
C -3.36192 -1.34081 4.01129 -0.01
O 2.99668 5.74640 0.24292 0.14
H -0.83962 -2.73416 -3.10685 0.05
C -1.29757 -3.39238 -0.30852 -0.48
H 0.62802 -2.85218 -6.52916 0.05
H 0.48032 3.00219 4.14504 0.08
H -6.34492 3.79942 1.03169 0.08
S -0.98908 1.12202 1.32998 0.02
H -5.20814 -3.22457 5.06735 0.08
C -1.00251 5.63798 0.55331 -0.26
C 2.42488 4.75594 0.44262 -0.63
O -2.39275 -3.51243 3.85584 0.06
C 0.86236 -0.15643 -4.73000 -0.03
C -4.66231 4.76949 0.16908 -0.31
H -1.80822 -2.36730 1.48818 0.06
C 0.81203 2.01879 4.48306 -0.03
O 3.24468 -2.78012 -3.38475 0.06
O 1.23786 4.74035 1.02689 -0.01
H -4.34355 4.97521 -0.84883 0.04
H 8.41935 6.11472 3.68871 0.08
H -4.35859 -1.15205 3.60829 0.09
H -0.00375 1.31127 4.35269 0.06
H -0.69389 6.64293 0.83136 0.10
C 2.99828 3.44953 0.01570 0.03
H -0.05016 4.00262 -0.45733 0.12
H 2.80546 -0.66286 -2.11639 0.07
Al -3.27263 3.83487 1.31814 0.17
H -0.96870 4.40003 2.36603 0.02
C -1.37962 -2.13755 0.51053 -0.06
H 2.99106 3.44079 3.35474 0.08
H -1.00312 -9.31778 2.19826 0.08
H 1.78359 -0.69080 -4.97232 0.08
H 4.00504 2.01091 3.08970 0.08
C 0.08666 -3.59653 -8.46191 -0.50
C -1.66534 4.96736 1.76423 -0.27
H -7.65788 4.07455 -1.12097 0.04
H -2.01206 -1.41241 0.00735 0.05

---

120
Properties=species:S:1:pos:R:3:lowdin_charge:R:1 method="wB97M-V/def2-TZVPD" lumo_energy_ha=-0.114 homo_lumo_gap_ev=7.642 e_tot_ha=-4682.46335 total_charge=+1
C -34.88252 22.18311 14.81607 -0.23
S -36.54589 18.79120 16.18416 0.97
H -29.57187 22.33096 4.94846 0.04
C -35.63554 13.78909 9.13988 -0.25
O -39.02203 20.70343 12.17762 -0.59
H -28.45239 20.82087 15.11179 0.09
C -37.01801 20.16277 17.32101 -0.20
H -37.74301 17.25452 17.83791 0.07
H -32.96083 15.78381 16.39644 0.08
H -31.13680 21.66716 4.96375 0.05
O -30.27552 19.72324 14.05515 0.05
H -29.50291 21.76251 16.16113 0.10
H -40.60536 18.83024 10.49548 0.06
H -38.05242 20.44584 17.12611 0.07
H -33.62324 25.38196 9.18824 0.03
F -33.61088 20.34298 10.99867 0.12
H -32.08921 22.02581 11.34109 0.06
H -33.96059 22.96511 8.02496 0.03
H -28.91335 20.19316 16.73872 0.10
S -36.46365 22.75332 14.16335 0.99
C -31.40239 22.87108 11.29761 -0.06
H -34.14126 22.96306 14.64198 0.06
C -39.79701 19.39491 10.03091 -0.21
H -34.65983 15.73739 9.18143 0.06
H -32.63913 21.24816 7.18102 0.04
H -34.19973 19.34189 13.68172 0.09
H -30.49626 22.73271 11.88743 0.09
O -30.73258 14.60294 15.37069 0.04
C -28.81816 19.01932 10.47338 -0.45
C -27.74241 20.01487 10.86778 -0.01
H -32.21231 19.04287 15.81562 0.05
H -35.06579 22.10299 15.88757 0.03
S -35.75778 24.67594 8.29964 0.87
F -34.88590 20.01112 9.39184 0.14
H -38.85343 17.79503 16.52893 0.07
H -36.10855 18.20028 10.68621 0.13
C -33.63647 17.33932 14.19793 -0.07
H -31.02236 22.97805 10.28162 0.07
H -36.10223 15.72283 10.11431 0.05
H -30.74277 14.70230 18.39154 0.09
C -32.01665 24.11742 11.73636 -0.27
H -32.66951 17.57499 14.64238 0.06
S -39.62955 21.03618 10.85171 0.97
H -30.59288 16.10896 11.63596 0.07
H -36.61737 15.81820 12.60948 0.07
C -31.62329 19.91702 16.09318 0.00
C -37.82393 17.55271 16.79262 -0.19
H -34.47795 21.27977 14.35956 0.05
H -36.93629 19.75783 18.32969 0.06
C -35.96940 23.37218 12.50856 -0.21
C -31.43773 14.37779 16.36871 -0.49
H -35.96702 16.03969 14.25023 0.05
N -35.85066 12.78055 8.68593 0.13
H -31.49398 13.15884 18.04375 0.08
C -29.24179 20.74803 15.85988 -0.03
H -31.77987 14.89311 12.19404 0.05
N -32.52921 25.11598 11.99607 0.14
O -36.39646 19.80258 11.94624 -0.25
H -30.61554 19.25728 9.43308 0.07
C -34.32756 19.37224 10.40571 -0.56
H -37.66737 16.68417 16.15293 0.03
H -35.88062 22.57716 11.76818 0.04
C -32.86787 14.69818 16.42582 -0.03
H -37.37586 21.52251 10.00780 0.04
O -29.10004 21.93933 7.93772 -0.57
H -34.87537 22.68513 9.61939 0.03
C -30.81935 13.91479 17.64183 -0.03
H -29.85299 13.46280 17.41836 0.09
H -29.72494 20.64984 5.42262 0.07
C -30.28645 19.40500 10.46166 -0.01
S -30.37844 22.35492 7.19852 0.85
C -33.95639 18.41887 13.15549 -0.23
C -35.26404 15.09180 9.81881 -0.07
H -27.51882 20.12468 11.92895 0.08
H -33.23238 14.31197 17.37769 0.08
C -36.33109 15.30789 13.52911 -0.05
H -31.36234 20.14095 7.40490 0.05
H -33.48715 14.27850 15.63307 0.07
H -36.31920 20.99790 17.27271 0.04
H -31.85387 21.10512 8.78292 0.01
H -34.98970 23.84333 12.58799 0.04
H -37.21885 14.77975 13.87703 0.09
Mg -37.87362 19.74422 13.30051 0.68
C -34.90389 22.98161 8.57087 -0.22
H -38.64602 21.61186 8.67914 0.07
H -32.98285 18.67115 12.73516 0.11
H -34.54701 14.89128 10.61490 0.05
C -38.38577 21.81299 9.71833 -0.20
H -39.96641 19.45808 8.95600 0.06
H -30.13868 14.37048 11.85118 0.09
C -35.51870 18.86147 11.32103 -0.33
F -33.54156 18.41221 9.90819 0.17
N -34.43933 13.56619 13.20350 0.18
H -36.74011 24.04982 12.14126 0.05
H -34.58961 26.73168 8.80627 0.06
C -30.40312 20.14175 15.21009 -0.48
C -35.27759 14.31215 13.35907 -0.29
C -30.91751 15.07183 11.55179 -0.05
H -31.21305 19.78096 17.09382 0.08
O -36.92216 19.16973 14.74997 -0.58
H -26.77067 19.81508 10.41621 0.09
H -38.83760 18.89395 10.16000 0.05
H -33.79215 25.74843 7.43273 0.05
H -30.91861 18.95706 11.22834 0.07
H -35.54258 22.16887 8.22501 0.03
C -30.19271 21.63072 5.50731 -0.26
H -34.35598 17.22374 15.00852 0.04
H -30.36343 20.48595 10.57883 0.04
H -32.40777 20.67344 16.11598 0.07
H -33.56093 16.35649 13.73272 0.07
O -37.35291 21.49945 13.99899 -0.61
H -28.12121 20.99041 10.56292 0.06
O -36.52071 24.77238 9.59373 -0.60
H -38.38710 22.87555 9.96135 0.04
C -34.27982 25.76575 8.40739 -0.24
O -28.46585 17.85923 10.36941 0.06
O -35.05726 17.98393 12.35048 -0.10
C -31.33706 14.72882 10.16425 -0.27
N -31.69469 14.49159 9.11030 0.13
C -31.69033 21.13596 7.70569 -0.27